Computed, not measured: C31H41N3O2P2Zr as an isolated structure, with wB97M-V/def2-TZVPD.

Element x y z (Å)
Zr1 -0.600 -0.347 0.358
C1 -3.210 -1.754 1.410
N1 -1.821 -1.729 1.954
C2 -1.832 -1.109 3.329
C3 -1.036 0.176 3.442
C4 -1.689 1.403 2.837
N2 -1.951 1.173 1.408
C5 -2.956 1.819 0.902
C6 -3.521 1.695 -0.404
C7 -4.658 2.465 -0.719
C8 -5.287 2.319 -1.931
C9 -4.794 1.385 -2.848
C10 -3.680 0.616 -2.569
C11 -3.030 0.772 -1.348
O1 -1.943 0.063 -1.060
C12 -1.363 -3.146 2.168
C13 -1.406 -4.074 0.974
C14 -0.362 -3.780 -0.077
N3 -0.755 -2.649 -0.929
C15 0.135 -2.149 -1.704
C16 1.594 -2.271 -1.506
C17 2.496 -2.734 -2.457
C18 3.853 -2.758 -2.170
C19 4.305 -2.302 -0.939
C20 3.419 -1.814 0.013
C21 2.063 -1.792 -0.269
O2 1.169 -1.271 0.620
H1 -3.797 -2.528 1.910
H2 -3.192 -1.972 0.342
H3 -3.686 -0.790 1.566
H4 -1.396 -1.828 4.019
H5 -2.867 -0.960 3.644
H6 -0.037 0.008 3.013
H7 -0.840 0.373 4.498
H8 -1.043 2.275 2.959
H9 -2.626 1.616 3.357
H10 -3.477 2.518 1.560
H11 -5.036 3.171 0.010
H12 -6.159 2.909 -2.171
H13 -5.297 1.258 -3.798
H14 -3.308 -0.110 -3.280
H15 -1.999 -3.558 2.958
H16 -0.343 -3.093 2.555
H17 -2.399 -4.111 0.523
H18 -1.218 -5.075 1.368
H19 -0.288 -4.633 -0.756
H20 0.621 -3.656 0.381
H21 -0.245 -1.493 -2.485
H22 2.135 -3.097 -3.412
H23 4.554 -3.135 -2.902
H24 5.363 -2.322 -0.715
H25 3.772 -1.443 0.966
C22 2.227 1.007 2.766
P1 1.430 1.636 1.252
C23 1.217 3.409 1.637
C24 2.759 1.642 0.007
C25 4.074 1.941 0.352
C26 5.074 1.927 -0.609
C27 4.767 1.623 -1.927
C28 3.456 1.357 -2.289
C29 2.448 1.372 -1.330
P2 0.720 1.031 -1.716
C30 0.679 0.542 -3.465
C31 -0.128 2.646 -1.795
H26 2.332 -0.076 2.708
H27 1.618 1.269 3.631
H28 3.209 1.452 2.916
H29 0.582 3.547 2.511
H30 0.779 3.942 0.795
H31 2.190 3.853 1.850
H32 4.338 2.186 1.372
H33 6.093 2.152 -0.326
H34 5.548 1.604 -2.675
H35 3.226 1.135 -3.323
H36 1.296 -0.337 -3.648
H37 1.034 1.358 -4.097
H38 -0.355 0.332 -3.741
H39 -1.059 2.521 -2.351
H40 0.492 3.385 -2.303
H41 -0.378 3.012 -0.799

Values from the calculation:
LUMO level (eV): -6.34
Net charge: +2
Orbital gap (eV): 7.364
Energy above the lowest of the compared OMol25 structures with the same formula, charge and spin (eV): 0.000

Here are the natural (NBO) charges for atoms 1 to 6, given in e: 2.125 -0.424 -0.552 -0.228 -0.417 -0.237

=====

Computed, not measured: C31H42As2BrN4O6SScSe as an isolated structure, with wB97M-V/def2-TZVPD.

Element x y z (Å)
Sc1 0.097 0.590 0.209
O1 -1.932 1.174 -3.179
C1 -3.230 0.832 -2.997
C2 -4.071 0.847 -4.106
C3 -5.410 0.518 -3.974
C4 -5.937 0.184 -2.733
C5 -5.096 0.170 -1.630
C6 -3.743 0.471 -1.743
C7 -2.858 0.332 -0.518
O2 -1.736 1.121 -0.535
N1 -2.439 -1.106 -0.355
N2 -1.147 -1.344 -0.749
C8 -0.828 -2.533 -1.063
C9 0.523 -2.921 -1.511
Br1 0.971 -2.242 -3.233
C10 1.309 -3.725 -0.817
C11 2.686 -4.147 -1.130
C12 3.658 -3.222 -1.501
C13 4.955 -3.637 -1.761
C14 5.293 -4.980 -1.660
C15 4.331 -5.906 -1.280
C16 3.037 -5.489 -1.006
H1 -1.547 1.303 -2.287
H2 -3.651 1.128 -5.064
H3 -6.050 0.537 -4.847
H4 -6.987 -0.055 -2.625
H5 -5.492 -0.078 -0.648
H6 -3.471 0.539 0.365
H7 -3.101 -1.743 -0.781
H8 -1.592 -3.315 -1.049
H9 0.904 -4.088 0.125
H10 3.395 -2.172 -1.557
H11 5.707 -2.906 -2.032
H12 6.305 -5.304 -1.867
H13 4.591 -6.953 -1.187
H14 2.288 -6.210 -0.696
C17 -2.085 3.870 1.324
As1 -1.128 2.408 2.169
C18 -0.313 3.341 3.669
C19 -2.577 1.438 3.055
C20 -3.701 2.094 3.549
C21 -4.741 1.381 4.128
C22 -4.661 -0.001 4.221
C23 -3.539 -0.664 3.744
C24 -2.492 0.043 3.161
As2 -0.894 -0.838 2.470
C25 -1.372 -2.715 2.459
C26 0.259 -0.783 4.030
H15 -2.739 3.447 0.563
H16 -1.347 4.502 0.834
H17 -2.659 4.465 2.031
H18 0.384 4.073 3.263
H19 0.244 2.627 4.272
H20 -1.056 3.843 4.283
H21 -3.774 3.171 3.473
H22 -5.614 1.903 4.499
H23 -5.472 -0.564 4.667
H24 -3.485 -1.743 3.825
H25 -2.170 -2.878 1.739
H26 -1.671 -3.070 3.442
H27 -0.475 -3.246 2.146
H28 1.135 -1.387 3.798
H29 -0.258 -1.160 4.908
H30 0.586 0.241 4.192
C27 4.837 2.816 -1.229
N3 3.492 2.742 -0.668
C28 3.399 3.286 0.684
C29 2.414 2.404 -1.379
S1 0.836 2.920 -0.868
N4 2.570 1.731 -2.536
C30 1.471 1.612 -3.491
C31 3.571 0.666 -2.686
H31 5.294 3.738 -0.871
H32 4.798 2.856 -2.314
H33 5.446 1.972 -0.903
H34 4.312 3.013 1.210
H35 2.562 2.852 1.214
H36 3.300 4.374 0.650
H37 0.898 2.531 -3.538
H38 0.804 0.794 -3.230
H39 1.907 1.405 -4.469
H40 4.046 0.448 -1.737
H41 4.319 0.922 -3.439
H42 3.047 -0.235 -3.003
O3 2.292 -1.943 1.549
Se1 2.617 -0.517 0.864
O4 4.161 -0.134 0.640
O5 1.751 -0.397 -0.592
O6 1.739 0.675 1.652

Values from the calculation:
LUMO level (eV): 0.37
Orbital gap (eV): 8.626
Energy above the lowest of the compared OMol25 structures with the same formula, charge and spin (eV): 0.000

Here are the Löwdin charges for atoms 1 to 6, given in e: 0.555 0.046 -0.258 -0.011 -0.089 -0.101

=====

Computed, not measured: C31H42BClN6O4S4TcTe as an isolated structure, with wB97M-V/def2-TZVPD.

Element x y z (Å)
Tc1 -0.409 2.186 -2.643
C1 4.369 0.168 -1.007
C2 2.983 -0.390 -0.993
C3 2.754 -1.725 -0.741
C4 1.452 -2.230 -0.699
N1 0.413 -1.410 -0.789
N2 0.621 -0.138 -1.029
B1 -0.628 0.848 -0.954
N3 -2.003 0.109 -0.973
N4 -2.252 -0.754 0.028
C5 -3.430 -1.327 0.083
C6 -4.395 -1.111 -0.930
C7 -4.170 -0.211 -1.926
C8 -5.168 0.101 -2.994
C9 -2.925 0.464 -1.879
S1 -2.684 1.824 -2.915
C10 -3.733 -2.259 1.248
C11 -2.880 -1.887 2.461
C12 -5.211 -2.158 1.645
C13 -3.441 -3.695 0.789
N5 -0.432 1.677 0.360
N6 -0.063 0.939 1.420
C14 0.135 1.539 2.564
C15 -0.102 2.933 2.697
C16 -0.451 3.692 1.620
C17 -0.667 5.168 1.693
C18 -0.565 3.005 0.380
S2 -0.824 3.890 -1.086
C19 0.611 0.700 3.737
C20 1.721 1.445 4.491
C21 1.149 -0.646 3.251
C22 -0.586 0.479 4.674
C23 1.842 0.382 -1.221
S3 1.896 2.090 -1.715
C24 1.123 -3.695 -0.482
C25 0.100 -4.126 -1.542
C26 0.533 -3.828 0.927
C27 2.368 -4.575 -0.595
H1 5.005 -0.414 -0.342
H2 4.795 0.111 -2.010
H3 4.392 1.210 -0.690
H4 3.594 -2.385 -0.571
H5 -5.333 -1.648 -0.899
H6 -6.030 -0.556 -2.913
H7 -5.511 1.134 -2.910
H8 -4.724 -0.015 -3.983
H9 -3.175 -0.907 2.842
H10 -3.037 -2.619 3.254
H11 -1.820 -1.854 2.219
H12 -5.511 -1.126 1.839
H13 -5.879 -2.583 0.896
H14 -5.368 -2.725 2.563
H15 -2.396 -3.822 0.514
H16 -3.673 -4.392 1.596
H17 -4.056 -3.966 -0.072
H18 0.028 3.405 3.661
H19 -0.560 5.521 2.716
H20 0.052 5.695 1.064
H21 -1.664 5.430 1.334
H22 2.542 1.727 3.829
H23 1.358 2.340 4.996
H24 2.127 0.790 5.262
H25 2.007 -0.510 2.586
H26 1.476 -1.231 4.111
H27 0.389 -1.212 2.716
H28 -0.989 1.426 5.038
H29 -1.383 -0.066 4.171
H30 -0.267 -0.100 5.541
H31 -0.793 -3.502 -1.510
H32 0.526 -4.066 -2.546
H33 -0.194 -5.160 -1.363
H34 -0.302 -3.143 1.063
H35 0.180 -4.848 1.085
H36 1.284 -3.609 1.689
H37 2.843 -4.488 -1.575
H38 3.105 -4.353 0.179
H39 2.076 -5.617 -0.466
O1 -1.238 0.259 -5.660
Cl1 -0.051 0.757 -5.103
O2 1.123 0.360 -5.770
O3 -0.100 2.228 -4.942
O4 0.046 0.322 -3.646
Te1 3.219 2.185 -3.834
C28 4.626 3.511 -3.170
C29 4.534 4.881 -3.289
C30 5.703 5.540 -2.860
C31 6.662 4.666 -2.427
S4 6.161 3.048 -2.545
H40 3.664 5.384 -3.689
H41 5.839 6.611 -2.878
H42 7.648 4.902 -2.058

Values from the calculation:
Multiplicity: 4
LUMO level (spin up / spin down) (eV): -6.53 / -7.00
Net charge: +2
Orbital gap (spin up / spin down) (eV): 7.324 / 6.964
Energy above the lowest of the compared OMol25 structures with the same formula, charge and spin (eV): 0.194

Here are the Löwdin charges for atoms 1 to 6, given in e: 0.908 -0.054 -0.213 0.109 -0.154 0.219

=====

Number 1: energy -2250.04742 Ha. Number 2: energy -12482.90237 Ha. Number 3: energy -4261.89293 Ha.